Molecular formula: C7H33NO8
Method: DFT, wB97M-V/def2-TZVPD

XYZ file:
```
49
Properties=species:S:1:pos:R:3:nbo_charge:R:1
H 0.622 -1.577 -2.482 0.228
C 1.705 -1.724 -2.012 -0.626
H 0.659 -1.105 4.606 0.465
H 2.461 -1.104 -2.681 0.192
H 2.617 -0.162 0.986 0.214
H -3.226 -2.205 -1.973 0.468
H 0.669 -1.189 -0.091 0.226
H -3.700 2.370 2.256 0.483
H 1.065 2.400 -3.336 0.465
H 0.227 -0.368 -5.065 0.481
H -3.677 -2.199 1.977 0.484
H 2.284 -3.687 -0.362 0.201
H 3.589 -0.326 -0.375 0.203
O -1.619 -0.474 4.226 -0.976
H 2.578 1.741 -0.564 0.184
H 0.627 0.963 2.159 0.202
H 2.030 -2.916 1.324 0.235
H 0.775 3.251 -4.603 0.477
C -0.346 1.964 -0.682 -0.460
H -0.061 2.511 1.655 0.200
H -1.600 0.537 0.510 0.509
H 1.700 -0.106 -4.618 0.476
N 0.575 1.186 0.161 -0.480
H -0.056 2.728 -1.414 0.203
O -2.615 -2.204 -1.233 -0.952
O -3.251 -1.407 2.400 -1.009
O -3.386 2.615 1.381 -0.901
O 0.760 -1.650 3.819 -0.957
O -2.508 0.186 0.605 -0.992
H -1.172 2.496 0.032 0.198
H -2.900 -0.882 1.690 0.487
H 1.736 2.144 1.917 0.209
O 0.846 0.250 -4.632 -0.955
H -0.774 1.131 -1.303 0.203
O 1.276 3.208 -3.687 -0.940
C 0.760 1.842 1.511 -0.452
H 3.304 -2.375 0.131 0.191
H 1.462 1.167 -1.668 0.191
H -2.475 -0.709 3.889 0.497
C 2.514 -0.259 -0.102 -0.406
H -0.213 -2.058 4.019 0.487
C 2.230 -2.791 0.218 -0.621
H -2.972 0.938 1.005 0.496
H 2.039 -2.770 -2.057 0.214
H -2.756 -1.469 -0.700 0.482
H -4.062 2.796 0.941 0.455
H -1.174 -0.203 3.380 0.471
C 1.622 -1.491 -0.525 -0.236
C 1.811 0.989 -0.628 -0.219
```

Computed properties:
DFT total energy: -25660.485 eV
HOMO energy: -0.3197 Eh
ΔE to the lowest compared entry with this formula, charge and spin: 82.0 kcal per mole
Net charge: 0
SMILES: CC(C)CCN(C)C.O.O.O.O.O.O.O.O
Frontier orbital gap: 8.8 eV

Molecular formula: C2H10O2S
Method: DFT, wB97M-V/def2-TZVPD

XYZ file:
```
15
Properties=species:S:1:pos:R:3:nbo_charge:R:1
H -2.772 0.009 0.094 0.216
H 0.395 0.735 3.285 0.128
C -1.754 0.361 0.273 -0.618
H 4.326 -2.245 3.259 0.468
H -1.078 -0.438 -0.011 0.214
S 0.252 0.947 1.971 -0.058
H 0.134 0.457 -6.652 0.469
H -0.697 -0.622 -7.371 0.469
H -2.083 1.617 1.987 0.208
O 4.385 -1.299 3.452 -0.938
O -0.050 -0.489 -6.671 -0.939
H -1.910 -0.072 2.374 0.215
H 3.970 -0.876 2.679 0.470
H -1.594 1.197 -0.414 0.211
C -1.525 0.718 1.744 -0.515
```

Computed properties:
DFT total energy: -17166.123 eV
HOMO energy: -0.3341 Eh
ΔE to the lowest compared entry with this formula, charge and spin: 8.5 kcal per mole
Net charge: 0
SMILES: CCS.O.O
Frontier orbital gap: 9.9 eV

Molecular formula: C5H8N2
Method: DFT, wB97M-V/def2-TZVPD

XYZ file:
```
15
Properties=species:S:1:pos:R:3:nbo_charge:R:1
H 1.143 2.195 0.143 0.387
C 1.028 0.230 -0.121 0.205
C 2.452 -0.352 -0.100 -0.670
H -3.382 0.256 -0.758 0.250
N -0.725 1.649 -0.142 -0.333
H 3.161 -0.281 -1.036 0.240
C -2.685 -0.328 -0.143 -0.648
H -0.137 -1.531 0.354 0.209
H 2.168 -1.537 -0.123 0.231
C -0.151 -0.471 -0.003 -0.399
H -2.978 -0.142 1.013 0.217
H -2.561 -1.370 0.013 0.241
N 0.740 1.405 0.088 -0.334
C -1.223 0.395 -0.019 0.172
H 3.150 -0.118 0.834 0.236
```

Computed properties:
DFT total energy: -8290.975 eV
HOMO energy: -0.3089 Eh
ΔE to the lowest compared entry with this formula, charge and spin: 92.7 kcal per mole
Net charge: 0
SMILES: Cc1cc(C)[nH]n1
Frontier orbital gap: 9.4 eV

Molecular formula: C4H6N6O
Method: DFT, wB97M-V/def2-TZVPD

XYZ file:
```
17
Properties=species:S:1:pos:R:3:nbo_charge:R:1
C -1.641 -0.032 0.647 0.558
H 2.363 0.155 1.453 0.399
H 0.519 -1.128 -2.897 0.377
H -3.228 -0.699 2.266 0.400
N -2.901 -0.073 1.095 -0.758
N 2.009 -0.047 -1.067 0.124
H -3.453 -0.845 0.361 0.398
C 0.474 0.210 0.917 0.410
H 1.420 -0.279 2.904 0.401
O 2.944 0.358 -0.218 -0.398
N -0.466 -0.305 -2.603 -0.775
N -0.652 0.175 1.601 -0.503
N -1.531 -0.236 -0.641 -0.578
H -1.127 -1.098 -3.137 0.421
N 1.446 0.360 1.869 -0.751
C 0.685 0.264 -0.469 -0.177
C -0.414 -0.125 -1.259 0.451
```

Computed properties:
DFT total energy: -15226.400 eV
HOMO energy: -0.3376 Eh
ΔE to the lowest compared entry with this formula, charge and spin: 179.4 kcal per mole
Net charge: 0
Frontier orbital gap: 8.3 eV

Molecular formula: C9H16N5O
Method: DFT, wB97M-V/def2-TZVPD

XYZ file:
```
31
Properties=species:S:1:pos:R:3:nbo_charge:R:1
N -4.312 -1.233 2.080 -0.138
H -0.727 -2.593 0.161 0.226
C 1.997 -1.371 -1.479 -0.395
C -3.289 -0.006 0.063 0.051
H 2.914 -0.849 -0.978 0.215
H 1.696 1.670 -1.163 0.242
C 0.161 -0.235 -0.228 0.563
C 2.102 1.467 -0.167 -0.450
O -1.058 -0.473 0.336 -0.412
H -0.817 1.646 1.254 0.213
C -0.123 2.027 0.636 -0.378
H 1.653 -0.573 1.893 0.264
H 2.585 2.422 0.144 0.264
H -0.274 0.607 -1.605 0.088
H 2.049 1.250 2.181 0.234
H 1.540 -0.893 -2.442 0.214
N 0.892 -1.427 -0.429 -0.496
N -4.854 1.223 -1.528 -0.160
H -0.603 2.221 -0.251 0.243
H 2.197 -2.343 -1.635 0.212
N 0.933 0.953 0.493 -0.279
N -2.085 0.193 -0.287 -0.017
H -0.316 -2.439 -1.572 0.194
C -3.860 -0.689 1.167 0.183
C -4.173 0.704 -0.794 0.212
H 0.261 2.869 1.044 0.230
C 1.277 0.498 1.840 -0.446
H 3.034 0.846 -0.111 0.249
H 0.494 0.601 2.561 0.239
H 0.709 -3.449 -0.563 0.224
C -0.001 -2.625 -0.621 -0.391
```

Computed properties:
DFT total energy: -19075.788 eV
HOMO energy: -0.4847 Eh
ΔE to the lowest compared entry with this formula, charge and spin: 138.8 kcal per mole
Net charge: +1
Frontier orbital gap: 8.7 eV

Molecular formula: C7H13NO3S
Method: DFT, wB97M-V/def2-TZVPD

XYZ file:
```
25
Properties=species:S:1:pos:R:3:nbo_charge:R:1
H -1.272 -2.549 -1.798 0.215
O 1.491 0.100 -0.772 -0.755
H -0.167 -0.492 2.890 0.210
H -1.871 -0.657 -0.023 0.226
S 1.450 0.135 -2.366 2.464
O 1.368 -1.196 -2.812 -0.929
H 3.650 0.138 -2.213 0.515
C -0.866 -2.373 -0.860 -0.602
H 0.558 3.457 0.065 0.214
C 0.150 0.706 1.116 -0.123
H -0.902 -0.399 -1.520 0.246
C 1.138 3.029 0.821 -0.479
N 0.433 1.068 -2.938 -1.181
H 2.114 3.441 1.018 0.223
C 0.730 1.849 1.056 0.111
C -0.971 -0.861 -0.575 -0.459
H 0.214 -2.569 -0.996 0.213
H 0.910 -1.277 0.683 0.205
H -1.122 0.975 3.048 0.229
O 2.912 0.767 -2.545 -0.877
H -1.639 -0.312 2.020 0.209
H -1.262 -3.079 -0.195 0.205
H 0.224 1.982 -2.481 0.404
C 0.346 -0.404 0.104 0.130
C -0.782 0.293 2.344 -0.612
```

Computed properties:
DFT total energy: -25933.119 eV
HOMO energy: -0.3484 Eh
ΔE to the lowest compared entry with this formula, charge and spin: 121.7 kcal per mole
Net charge: 0
SMILES: C=C=C(C)[C@@H](CC)O[S@](=N)(=O)O
Frontier orbital gap: 10.0 eV